Entry one
{
  "formula": "C60H165N15O15",
  "method": "wB97M-V/def2-TZVPD",
  "gap_ev": 8.96,
  "e_lumo_ev": 0.36,
  "total_charge": 0,
  "elements": ["H", "H", "H", "H", "O", "H", "N", "C", "H", "O", "H", "H", "H", "C", "H", "N", "H", "O", "C", "H", "H", "C", "H", "C", "C", "H", "C", "C", "H", "H", "H", "H", "H", "H", "C", "H", "C", "N", "H", "C", "H", "O", "H", "H", "C", "C", "H", "C", "H", "H", "C", "C", "H", "H", "H", "H", "H", "H", "C", "N", "H", "C", "C", "C", "H", "H", "H", "N", "H", "O", "H", "C", "H", "H", "H", "H", "H", "C", "H", "H", "H", "C", "H", "H", "C", "C", "H", "H", "H", "H", "H", "H", "H", "H", "C", "H", "H", "C", "C", "H", "H", "H", "H", "H", "C", "H", "C", "H", "N", "N", "N", "C", "H", "O", "H", "C", "H", "H", "H", "H", "H", "O", "H", "H", "O", "H", "H", "C", "H", "H", "H", "C", "C", "H", "H", "N", "C", "H", "C", "H", "H", "H", "C", "H", "H", "H", "H", "H", "H", "H", "C", "N", "H", "C", "H", "H", "H", "H", "H", "C", "H", "C", "H", "H", "H", "H", "C", "H", "N", "H", "H", "H", "H", "H", "H", "H", "H", "N", "C", "C", "H", "H", "H", "C", "H", "H", "C", "H", "H", "H", "H", "C", "H", "N", "O", "H", "H", "H", "H", "H", "C", "H", "H", "H", "H", "H", "H", "H", "H", "H", "H", "C", "H", "H", "H", "H", "C", "O", "O", "H", "H", "C", "O", "H", "H", "O", "H", "H", "H", "H", "C", "C", "C", "O", "H", "C", "H", "N", "C", "C", "C", "H", "H", "O", "H", "H", "H", "H", "H", "H", "H", "H", "C", "N", "H"],
  "coordinates": [[18.4439, 16.9074, 16.6022], [18.4652, 11.7746, 25.5428], [15.1420, 10.0427, 16.4009], [15.1066, 11.8566, 14.6200], [16.1293, 11.8160, 18.8766], [13.1686, 16.0424, 14.2380], [15.1147, 17.1882, 12.1555], [20.0138, 8.7148, 19.8056], [22.4166, 21.6740, 15.8689], [24.1837, 15.8080, 17.8286], [17.8056, 19.2576, 11.5516], [12.9237, 21.0922, 13.2799], [14.6468, 18.2774, 9.8700], [18.3564, 15.9524, 16.0841], [13.1541, 13.3744, 12.3397], [15.7239, 14.4461, 10.5970], [23.1293, 9.8200, 17.0902], [13.5823, 15.6430, 21.0376], [18.8575, 12.9157, 10.4379], [11.8427, 7.3914, 17.1126], [20.4870, 14.9014, 22.1750], [18.4547, 12.8452, 25.3381], [10.8012, 15.4447, 10.3912], [25.5441, 15.5879, 18.0336], [23.5658, 15.7097, 11.7083], [15.2390, 17.6463, 19.9235], [14.9562, 15.5588, 20.5586], [19.0045, 17.1077, 12.4434], [18.6738, 10.7803, 10.4572], [28.3286, 16.1498, 18.2071], [13.8277, 14.7187, 22.8961], [25.0929, 19.0463, 15.8687], [17.0228, 12.1631, 16.9876], [17.3973, 10.7192, 12.5993], [22.2677, 14.8044, 11.8791], [22.7343, 15.7471, 16.3666], [20.7432, 14.0608, 13.5646], [13.5535, 18.8604, 14.8481], [24.2568, 15.6752, 12.5505], [14.3672, 13.9179, 10.7107], [22.8111, 17.6212, 12.5397], [17.9193, 17.7937, 13.0025], [21.5581, 11.4020, 18.3070], [16.5606, 19.3140, 12.7734], [23.3999, 20.0313, 14.8648], [11.5770, 8.3847, 16.7510], [23.9895, 21.8414, 14.0959], [10.4897, 18.0701, 16.9267], [19.7207, 14.5632, 20.5608], [19.8189, 10.9937, 18.4257], [16.8614, 15.7340, 15.6731], [16.9433, 10.7821, 20.9798], [16.3170, 17.7175, 15.6195], [16.1428, 19.1097, 9.5914], [20.2046, 13.9524, 17.9547], [22.3258, 8.6501, 15.9987], [17.2065, 15.0522, 13.6650], [15.6184, 14.6044, 14.3423], [13.2974, 14.6978, 9.9530], [18.2499, 16.3200, 21.9223], [11.3660, 15.6405, 12.8447], [26.4419, 16.6079, 17.2715], [14.7403, 20.4916, 16.3780], [20.8304, 10.5924, 18.3629], [20.2607, 15.7378, 18.0645], [12.8034, 16.5351, 15.7706], [19.1495, 16.7184, 22.1505], [26.4381, 17.9046, 17.8207], [17.4655, 14.3985, 21.7273], [12.7509, 9.1589, 16.5674], [15.0456, 14.6617, 19.9460], [24.2655, 18.7515, 15.2232], [22.2173, 19.5171, 21.2839], [9.6236, 17.7653, 14.2897], [13.8740, 22.1741, 14.3556], [17.7205, 19.1720, 17.5441], [15.6397, 15.5587, 21.4077], [10.6710, 17.6492, 14.5681], [10.6092, 14.4217, 13.5685], [25.4658, 18.1772, 17.8042], [15.6124, 15.3641, 11.0032], [22.2897, 9.1347, 16.9744], [16.7498, 9.7564, 20.6659], [18.9200, 10.6342, 21.3568], [17.2923, 11.6353, 19.7208], [14.2202, 20.2028, 14.9244], [26.1804, 16.8272, 16.2363], [19.1702, 19.9996, 19.4101], [19.7089, 19.1825, 16.2042], [16.5681, 20.1971, 18.4487], [13.9690, 14.8041, 12.7347], [17.5878, 16.6793, 22.5951], [17.3422, 16.6913, 20.2583], [17.0338, 13.7126, 14.8226], [12.4384, 15.8341, 15.0200], [14.0069, 7.7634, 15.6745], [18.2584, 11.5522, 22.4041], [23.2671, 17.2334, 11.6288], [17.1323, 18.6350, 12.1408], [17.8307, 12.3569, 12.8797], [13.9739, 20.4369, 17.1511], [10.2941, 15.7649, 15.5623], [18.9941, 15.8942, 15.2020], [12.5746, 14.8121, 15.3738], [21.9644, 18.1990, 19.6242], [13.4777, 13.5774, 21.6491], [13.2492, 21.2825, 14.3026], [14.0891, 18.3118, 15.5056], [24.3198, 20.8928, 14.2014], [24.3935, 15.3494, 10.6162], [16.8309, 11.6511, 10.1973], [16.1088, 17.8498, 11.3179], [22.0223, 9.5102, 19.7114], [12.1272, 13.9628, 9.8828], [15.1610, 19.6064, 11.0160], [20.9787, 9.8153, 19.6354], [17.7811, 12.5822, 19.9498], [19.2518, 13.4294, 25.7977], [16.2329, 12.4204, 10.4633], [25.0044, 16.0832, 10.2870], [15.9866, 14.7157, 9.6598], [11.0134, 18.4854, 15.6839], [11.2296, 17.9633, 13.6864], [15.2603, 21.4445, 16.2803], [21.8001, 14.9669, 13.2171], [13.1256, 8.8198, 14.5735], [16.1666, 8.5690, 14.5793], [18.3238, 14.8997, 22.1750], [16.5096, 10.1841, 14.2376], [23.8900, 14.3747, 16.2997], [16.6523, 17.0714, 10.7823], [19.6757, 14.4088, 21.6389], [21.5160, 19.3683, 20.4629], [19.4867, 16.5609, 13.2537], [21.5811, 20.2666, 19.8490], [15.7960, 9.4978, 14.4376], [27.8731, 16.2563, 17.2225], [10.9331, 8.7884, 17.5323], [18.1344, 11.4721, 12.3202], [16.9766, 17.1503, 14.3915], [16.0712, 12.2769, 22.2310], [25.7761, 14.5378, 17.8557], [19.2178, 19.2120, 20.1622], [21.2150, 18.1171, 18.8369], [22.4004, 13.7532, 11.6231], [21.0913, 10.1150, 21.6203], [22.0596, 15.9971, 19.7178], [28.3302, 16.9800, 16.5477], [28.0148, 15.3126, 16.6958], [12.2323, 14.6348, 22.2402], [14.2991, 11.1889, 14.9204], [16.8564, 16.6115, 19.3764], [20.0268, 8.2682, 20.7998], [16.3675, 12.6297, 17.7231], [14.8846, 11.6612, 21.1530], [20.9467, 13.0862, 13.1209], [15.1298, 20.0398, 14.3463], [15.3648, 10.7424, 22.5599], [20.6626, 10.3625, 13.9992], [10.9456, 14.7556, 9.5591], [17.5600, 13.1066, 25.9030], [13.6442, 8.7813, 15.5314], [19.1276, 15.1071, 24.1928], [23.3147, 20.8135, 16.9379], [18.9606, 8.9130, 19.6070], [23.3093, 18.9270, 18.2596], [16.6819, 14.7094, 14.5568], [19.7367, 17.8098, 12.0447], [18.0595, 10.7121, 21.8798], [12.5933, 18.9560, 15.1465], [24.3143, 15.9268, 15.7745], [25.9072, 15.6718, 19.0579], [17.3286, 20.7793, 17.0342], [11.0435, 17.2649, 17.4094], [22.5661, 17.4929, 10.8355], [22.6308, 16.7973, 21.1694], [20.6642, 14.9832, 16.5450], [16.2352, 16.9012, 15.0305], [10.9367, 16.1088, 14.7518], [19.6145, 10.6616, 14.0047], [12.3152, 21.3762, 14.8566], [16.8894, 11.7983, 9.1998], [18.3748, 13.7772, 10.8992], [14.7758, 9.8639, 15.3900], [15.6725, 16.6370, 12.7920], [18.9828, 9.8083, 14.2513], [16.8921, 19.8753, 17.4590], [13.5582, 17.0607, 18.4651], [23.8256, 15.1739, 9.7997], [10.8983, 8.3649, 15.8983], [14.3176, 15.6471, 17.8546], [18.2726, 14.6313, 23.7125], [14.7522, 17.8908, 12.7840], [20.9182, 10.6590, 20.7871], [21.5858, 19.8640, 16.6102], [20.2900, 7.9032, 19.1324], [21.7381, 11.2484, 20.8092], [19.7889, 20.8556, 16.2282], [13.7624, 11.6664, 15.7402], [23.4786, 17.3523, 18.7629], [20.3828, 19.9929, 15.9262], [19.9144, 13.0456, 10.6703], [26.6022, 17.6648, 18.7880], [24.9900, 21.0656, 14.9369], [16.7288, 13.6414, 17.9070], [24.1512, 17.8409, 11.4351], [14.3080, 12.8962, 10.3355], [21.5716, 15.1219, 11.1028], [10.5811, 18.9351, 17.5836], [18.7960, 16.4204, 11.6234], [17.3042, 15.0206, 24.0267], [14.1270, 13.8528, 12.2267], [19.7358, 14.3665, 13.2820], [22.6112, 19.8103, 14.1456], [20.6275, 20.0032, 14.8641], [24.6863, 18.1957, 14.3853], [20.0266, 14.8876, 17.4239], [19.4220, 11.0092, 12.6809], [20.9646, 9.7755, 17.1882], [18.7766, 13.1537, 9.3773], [19.2374, 18.2545, 19.6419], [15.7477, 11.3565, 21.7448], [18.4134, 13.2548, 23.9898], [13.5460, 15.1443, 8.9903], [19.7795, 13.3755, 21.9700], [18.7488, 14.8674, 16.8936], [15.0751, 17.1942, 17.4816], [16.1555, 15.4372, 16.4489], [15.4415, 12.7675, 17.1649], [23.7120, 18.0812, 15.8808], [22.6827, 20.6358, 16.0678], [15.4258, 16.6509, 19.5206], [23.7563, 15.4236, 16.5642], [15.7565, 19.4546, 16.6598], [22.3269, 8.3812, 17.7612], [18.1077, 11.6498, 10.7912], [13.5803, 11.1346, 14.1028], [10.6006, 15.4267, 13.4681], [13.2847, 14.6047, 21.9579], [15.4702, 18.7758, 10.3815], [21.8968, 16.8583, 20.3658], [17.9417, 11.0788, 19.0451], [17.1729, 15.7193, 19.0244], [20.2829, 19.2736, 21.0933], [10.0540, 14.1654, 9.3474], [19.2977, 11.5678, 14.5210], [13.1618, 15.5669, 10.5968], [14.9766, 13.3393, 12.6768], [18.2778, 19.4330, 20.6679], [11.1106, 15.3085, 8.6344], [9.4434, 17.8030, 16.7786], [20.8830, 16.7510, 20.7516], [14.5398, 16.6378, 18.2510], [23.2964, 18.3023, 19.0531], [20.7559, 13.8448, 14.6329]]
}



Entry two
{
  "formula": "C60H165N15O15",
  "method": "wB97M-V/def2-TZVPD",
  "gap_ev": 9.10,
  "e_lumo_ev": 0.53,
  "total_charge": 0,
  "elements": ["C", "H", "H", "H", "H", "H", "H", "H", "H", "H", "H", "H", "H", "C", "H", "C", "H", "H", "H", "H", "H", "C", "H", "H", "O", "C", "N", "H", "C", "O", "N", "H", "H", "C", "C", "H", "H", "N", "H", "H", "O", "C", "H", "H", "H", "H", "C", "H", "H", "H", "C", "C", "H", "H", "C", "H", "H", "H", "H", "H", "N", "H", "H", "C", "H", "H", "C", "H", "H", "H", "O", "H", "C", "C", "H", "C", "C", "C", "H", "H", "H", "H", "H", "C", "H", "O", "H", "H", "H", "H", "H", "C", "C", "C", "H", "O", "C", "H", "H", "H", "H", "H", "H", "H", "N", "H", "C", "H", "C", "H", "H", "C", "N", "H", "H", "H", "H", "H", "H", "C", "H", "H", "C", "H", "C", "C", "H", "H", "H", "C", "C", "H", "H", "C", "N", "H", "H", "C", "H", "H", "N", "H", "C", "H", "C", "C", "H", "H", "C", "O", "C", "H", "H", "H", "H", "H", "O", "C", "H", "H", "H", "H", "C", "C", "H", "H", "H", "H", "H", "C", "C", "H", "H", "C", "N", "C", "H", "H", "N", "C", "O", "H", "H", "C", "H", "H", "H", "H", "H", "H", "H", "H", "H", "O", "H", "H", "H", "H", "O", "C", "C", "H", "H", "H", "H", "H", "H", "N", "H", "N", "H", "H", "O", "N", "C", "H", "N", "O", "H", "H", "H", "H", "H", "H", "H", "H", "C", "H", "H", "H", "H", "C", "C", "H", "O", "H", "H", "H", "H", "H", "C", "C", "H", "O", "C", "H", "H", "C", "H", "H", "H", "N", "H", "H", "H"],
  "coordinates": [[-0.2428, -5.3590, -2.5163], [-2.0261, 0.7922, -8.3871], [-1.9925, 4.4447, -5.5181], [6.5575, -2.5930, -0.1254], [-1.1255, -2.3373, -3.6813], [-5.2652, 1.6141, -2.1860], [-4.3639, -9.1171, 0.6691], [3.0013, 5.6117, -1.7568], [-6.1114, -2.1618, -0.7868], [-4.5551, -4.8636, 0.0051], [-6.6431, -6.4533, -0.7333], [0.1787, 4.9093, 1.1150], [-5.4009, -5.6764, 2.6220], [1.8361, -0.4934, -2.8628], [-6.4603, -8.6450, -1.6251], [4.8739, 5.6698, -2.8746], [0.8367, 5.4889, 5.1762], [3.7310, 3.4028, 0.1376], [3.6480, 1.6235, 0.4681], [-3.4660, 2.9430, -0.6437], [-2.6879, -2.5256, -2.8856], [5.6895, -3.2034, -0.3747], [-3.5240, 0.9379, -2.3360], [2.8491, -1.0422, 1.5952], [3.7516, 7.1840, -4.3662], [7.6695, 2.0475, -1.6986], [1.6643, -2.3759, -4.4660], [1.7376, -4.7248, -2.1498], [-3.0828, -4.8881, 3.1289], [-0.2005, 0.5814, -0.7619], [-6.3131, -7.2268, -0.1740], [3.4057, -2.4448, 4.8400], [0.2750, -4.5045, 5.0881], [-1.5111, 3.9830, -4.6560], [-5.0932, -1.7807, -0.8651], [2.1818, -5.5364, 1.3485], [-1.9460, -2.4911, 1.9966], [1.6053, 2.9033, 4.8154], [0.8398, 3.8325, 3.1318], [5.8563, -4.2705, -0.2279], [4.6296, -2.8775, 0.5304], [0.8505, 1.1041, -0.0266], [-1.6951, -1.0381, -2.6226], [-2.1819, -6.4475, -2.7540], [0.4800, -4.5336, -4.1386], [-3.1443, 1.5876, 5.8901], [-3.6711, -5.6391, 1.9083], [-0.9403, -0.1079, 3.2605], [0.3786, 5.0574, -0.6275], [-5.3573, -6.7218, 1.4744], [1.0798, -5.5092, -1.7753], [7.9489, 0.7215, -0.9408], [-0.7435, 4.6980, -4.3601], [2.9374, -3.1357, 2.5127], [-1.0718, -1.2926, 0.7602], [-3.4703, 5.3992, 7.4107], [-4.4199, 1.9468, -3.4999], [4.7582, 8.4424, -5.6648], [-4.3733, -1.0108, 3.3880], [-1.6636, 2.5870, -2.3577], [2.7751, 9.3058, 0.5673], [-0.4602, -5.5790, 3.4226], [5.3743, 5.3175, -3.7766], [4.6386, 7.0840, -3.2346], [0.4766, 1.7318, 0.7823], [-4.7553, 1.9822, 6.6220], [-2.6651, 3.4422, 3.2178], [-6.6603, -0.6185, 1.0177], [-2.1302, -0.1693, -0.7147], [-1.0842, 0.0318, -5.0348], [-1.9020, -4.1322, 2.8644], [2.5125, -4.1970, 0.1520], [-2.4207, -0.2135, -6.7116], [1.3159, 7.2464, 0.5580], [-2.3384, 4.3930, 2.7966], [3.7303, 2.6218, 0.8980], [3.8624, 8.4071, -5.0448], [0.1916, -1.9621, 4.5893], [6.4579, 1.8269, -4.1937], [1.2109, 2.1480, -2.9660], [4.9269, 1.6022, -3.3021], [-1.2558, 5.2328, 0.1585], [3.0042, 8.5834, -5.6934], [1.2742, -4.0715, 5.0412], [0.8169, 3.0530, 5.4287], [-2.6539, -1.2743, -4.4894], [0.1953, -0.6520, 7.2405], [4.1400, -0.7544, -4.4810], [3.6775, 4.0187, -2.0966], [-3.1001, -1.4679, 1.4735], [-0.5556, 0.7956, 6.5309], [-1.2737, -6.4603, -2.1514], [6.0106, 1.4944, -3.2570], [-5.1334, -9.4288, -0.0372], [7.8725, -0.1643, -1.5713], [-4.7870, -1.2264, 0.3887], [4.9771, -2.9546, 1.9088], [-1.4917, 0.4838, 4.5963], [-4.2235, 0.9951, 1.8194], [1.4826, 0.2986, 0.3471], [2.8082, -0.6131, 3.2952], [4.2523, 7.7128, -2.4324], [0.5267, 1.9721, -4.6222], [-3.8014, -4.2372, 3.6269], [-5.9808, 1.7133, 2.4580], [-2.1731, -1.8821, -8.0053], [-5.0117, -0.1320, 3.4788], [3.1140, 4.6954, 2.4160], [-0.7216, -4.9164, 2.5976], [5.8434, -2.3083, 2.0496], [1.2769, 9.1657, -1.6331], [3.3999, -1.1195, 2.5326], [-0.6341, 0.4174, 4.0670], [2.6273, -2.5524, -2.6633], [-2.9359, -11.2626, -1.7270], [0.8719, 10.5679, -0.8119], [-4.9817, -7.0379, -2.6419], [-0.9372, -1.4898, -5.8168], [2.5407, -0.1988, -2.0851], [2.4948, -1.7832, -3.4241], [2.5634, 5.1866, 5.2436], [3.0567, -5.8379, -0.0469], [-3.6558, 3.0571, -1.7110], [-5.9523, -0.5119, 3.8777], [-3.6961, 2.2346, 6.5721], [2.2176, -5.2357, 0.3014], [-0.7600, -2.4794, 4.7121], [7.9987, 2.7609, -0.9431], [1.8481, 6.8657, -0.3137], [-0.3799, -0.2717, 6.3963], [-5.6920, -8.2770, -0.9451], [-4.1781, 4.9315, -1.3414], [6.7522, 5.7951, -2.1073], [-5.1804, 0.5866, 2.1441], [9.3356, 0.7421, -0.4508], [-1.6179, -6.3587, -1.1222], [-0.8215, -3.4171, 0.4105], [7.0369, 0.5792, 0.2958], [-3.3251, -3.8365, 0.6669], [0.0645, -4.1770, 2.4445], [-1.5105, 0.5728, -7.5468], [5.9858, 0.5897, 0.0075], [1.4053, 8.8193, 0.4798], [2.2215, -2.7499, -5.2208], [-1.0968, -2.5053, -0.1195], [-3.2992, -10.6355, -0.9129], [5.3094, -3.0033, -1.3765], [-2.9623, -9.6176, -1.1093], [3.7980, -2.5356, 2.8083], [-4.6935, -10.5549, -0.7414], [-3.0039, -1.3062, -7.5977], [-0.7315, -4.4433, -2.1833], [1.6142, -6.3873, -2.1378], [4.5790, -1.5361, -3.0148], [6.1955, 0.4218, -3.1984], [1.2720, -1.5909, -4.9660], [1.6128, 0.3770, -3.9647], [3.5256, 5.0177, -2.5054], [3.8335, 3.5665, 3.5568], [-4.3902, -2.6132, -0.8939], [1.8023, -4.5049, 5.8906], [1.6542, 6.8318, 1.5076], [-2.0090, -1.8010, -3.3350], [-4.2259, 4.1890, 5.0029], [-1.1213, 3.0709, -5.1079], [-4.6387, 4.3924, -2.7389], [-2.3675, 3.9074, 6.0959], [-2.0420, -2.6675, -0.6374], [-0.8713, -5.6025, 1.7640], [-2.3598, 3.4257, -2.3529], [-4.5686, -7.5920, -1.7989], [-5.1058, -1.1649, -1.7643], [0.9194, 9.2374, 1.3614], [2.9801, 3.7270, 2.8980], [-3.7748, 4.4433, 7.5270], [-4.2178, 1.7718, -2.4432], [-4.9936, -3.9886, 1.3388], [-3.1350, 4.1107, 8.2342], [-2.1386, -1.5241, 1.7774], [1.7070, 5.2346, 4.5711], [-0.0471, 6.8713, 0.2563], [-5.7554, 0.5731, 0.0732], [-2.7459, 2.6833, 2.4396], [0.8039, 1.4558, -3.7032], [-1.8771, 4.3142, -1.9457], [0.8683, -0.7872, -2.4563], [-0.3312, -2.4846, -0.8951], [5.3607, -3.8963, 2.3014], [9.5607, 1.6392, -0.0449], [1.4413, 1.7825, -0.6421], [-7.1505, -7.7020, 0.1312], [-0.7008, -7.3863, -2.2003], [-5.9560, -9.7729, 0.5897], [-2.6067, 3.7724, -3.7283], [-0.0543, -1.2715, 1.1505], [4.2962, -0.5071, 2.4342], [-5.4246, 2.2604, 3.0995], [6.0937, 4.4371, -1.7735], [-3.9372, 3.5043, 3.7541], [-3.4351, 3.7577, 6.2567], [-0.1857, 5.4279, 0.2282], [7.2365, -0.3786, 0.7764], [-3.9631, -6.9072, -1.2052], [3.8718, 9.2391, -4.3407], [4.4159, -3.6788, 4.3974], [1.7178, -4.2813, 4.0679], [-3.2518, 2.0354, 7.5473], [4.1412, -2.7256, 4.2074], [-4.6431, 0.5638, 4.2326], [-4.6358, 4.1355, -1.7622], [5.5811, 7.4109, -3.6738], [1.3622, 2.0611, 4.3138], [2.7389, 2.7218, 1.9059], [5.8613, 5.4191, -1.8159], [3.9204, -1.6353, -3.8777], [-2.9777, -6.3310, 1.4301], [-4.8126, -6.4175, 2.2687], [6.3261, 2.2141, -2.0484], [-0.1560, 1.1719, -3.2718], [-6.1866, 2.3833, 1.7308], [-1.3559, -0.7482, 6.4874], [4.3893, -2.4973, -4.3521], [-4.0093, 5.2533, 4.9101], [3.1116, 9.7733, -0.2623], [8.3598, 2.1603, -2.5346], [-1.9463, 3.0950, 3.9600], [-4.1266, -4.5202, 0.9467], [7.1905, 1.4235, 0.9679], [0.6330, -6.1117, -4.2056], [0.4931, -2.0691, 3.5473], [4.7380, 2.5815, 1.3115], [-1.3247, 0.0513, -0.0143], [0.1408, -0.4818, 4.9921], [9.9751, 0.7740, -1.2319], [1.1835, -2.6943, 5.3685], [-5.2872, 4.1162, 5.2402], [-3.5775, -1.9912, -6.9732], [-4.0984, -8.3879, -2.3765], [-2.8599, -5.7106, 3.8085], [2.6823, 10.0703, 1.2208], [1.7069, 3.9226, 3.7861], [-5.6756, -0.1793, 0.8578], [-2.8320, -11.0115, -0.0027], [1.0378, -5.5654, -0.3537], [-1.6798, -0.7809, -5.4505], [-1.8065, 0.8010, 0.6134], [2.9036, 4.9773, -3.3995], [0.7369, 9.4885, -0.7429], [-0.3188, 9.2303, -0.8260], [1.8646, 6.1572, 4.0126], [-1.2314, 1.4999, -7.2591], [0.0066, -5.3882, -3.8826], [-3.2190, 0.4190, -6.3235], [1.1634, -0.1073, 4.9462], [-3.6230, -0.9057, -8.4005]]
}



The structure shown above that is least stable: entry one.